The following is a DFT calculation (ωB97M-V/def2-TZVPD) of C11H13NO as an isolated structure in a non-equilibrium geometry.

Element x y z (Å)
C 1.74624 -0.29837 -0.84278
C 1.29716 1.08882 -0.25613
C 1.87476 1.08489 1.12440
C 1.55110 -0.25398 1.48215
C 1.14594 -1.03247 0.27504
C -0.28110 -0.51074 0.06879
C -1.57875 -1.23187 -0.08978
C -2.50530 -0.33083 0.02522
C -2.25382 1.01934 -0.30484
C -1.15414 1.60832 -0.52990
C -0.09765 0.82715 -0.21350
H 3.14918 -1.89908 -1.16905
H 3.57541 -0.65022 -2.09267
H 1.30370 -0.71926 -1.73447
H 1.47491 1.96195 -1.04167
H 3.05580 1.25686 0.91686
H 1.51415 1.78434 1.88210
H 0.93551 -0.04868 2.32621
H 2.28680 -0.95555 1.99682
H 1.43926 -2.24767 0.22884
H -1.47800 -2.28478 0.10320
H -3.83285 -1.30625 1.02410
H -3.23552 1.58546 -0.26941
H -0.71304 2.58058 -1.02174
N 3.21512 -0.76776 -0.86083
O -3.80598 -0.68813 0.05558

Output
E_HOMO in Ha: -0.30165
Energy relative to the best compared isomer or geometry (same formula, charge and spin) in kJ/mol: 663.6

Mulliken atomic charge list, values in e, 6 entries:
1 C -0.38
2 C -0.26
3 C -0.72
4 C -0.95
5 C 0.15
6 C 0.05

---

The following is a DFT calculation (ωB97M-V/def2-TZVPD) of one molecule with the formula C11H13NO2 in a non-equilibrium geometry.

Element x y z (Å)
C 1.19503 -0.35584 0.13777
C 0.82426 -0.07192 1.60573
C -0.04631 1.17418 1.66325
C 0.55029 2.49324 1.03767
C 1.79629 1.02405 -0.43936
C -0.00585 -0.76787 -0.59831
C -0.82331 -0.09090 -1.52936
C -1.97246 -0.64925 -2.07755
C -2.58510 -1.76836 -1.54873
C -1.83546 -2.43895 -0.53605
C -0.56581 -2.05299 -0.10618
H 2.98694 -1.18759 -0.27878
H 0.23398 -0.81300 2.09947
H 1.83515 -0.10494 2.11667
H -0.42002 1.35172 2.65453
H -0.95806 0.83591 1.15806
H 1.35914 2.85513 1.67087
H -0.16054 3.38816 1.01861
H 1.41851 2.90485 -0.61459
H -0.43238 0.82487 -2.06529
H -2.54787 -0.19783 -2.97171
H -3.47392 -2.14173 -1.90664
H -2.19074 -3.34405 -0.09299
H -0.10574 -2.57525 0.75676
N 0.92735 2.07781 -0.19456
O 2.06998 -1.41616 0.02245
O 2.92662 1.04671 -0.98173

Output
SMILES: O=C1NCCC[C@@]1(O)c1ccccc1
E_HOMO in Ha: -0.32920
Energy relative to the best compared isomer or geometry (same formula, charge and spin) in kJ/mol: 225.0

Mulliken atomic charge list, values in e, 6 entries:
1 C 1.55
2 C -0.92
3 C -0.76
4 C -0.64
5 C -0.05
6 C -0.03

---

The following is a DFT calculation (ωB97M-V/def2-TZVPD) of one molecule with the formula C11H13NO4 in a non-equilibrium geometry.

Element x y z (Å)
C 5.72489 -1.48725 0.13455
H 6.29627 -1.06059 -0.83871
H 6.29098 -0.95662 0.91178
H 5.85073 -2.60026 0.02675
O 4.30376 -1.42109 -0.11150
C 3.85920 -0.03179 0.06298
O 4.63334 0.82773 0.15827
C 2.43430 0.25906 -0.11646
C 1.51256 -0.80967 -0.07258
C 0.24397 -0.66819 0.00527
C -0.37102 0.87846 0.01253
C 0.48395 1.85131 -0.12989
C 1.96600 1.35602 -0.13308
H 2.65902 2.45216 -0.00005
H 0.18960 2.74762 -0.17700
N -1.72456 0.90843 0.16600
H -1.88190 1.72202 -0.14723
C -2.71612 -0.11064 -0.06700
C -3.94797 0.66617 0.03154
C -5.17652 -0.43091 0.14254
O -5.03361 -1.66516 -0.18534
O -6.47545 0.18084 0.27358
H -7.05830 -0.47611 0.13727
H -4.33918 1.38775 -0.46342
H -4.09294 1.18774 0.84470
H -2.56320 -0.46884 -1.16832
H -2.51587 -1.05377 0.56636
H -0.42538 -1.30692 -0.01218
H 1.87346 -1.87752 0.14865

Output
SMILES: COC(=O)c1ccc(NCCC(=O)O)cc1
E_HOMO in Ha: -0.31363
Energy relative to the best compared isomer or geometry (same formula, charge and spin) in kJ/mol: 882.7

Mulliken atomic charge list, values in e, 6 entries:
1 C -0.68
2 H 0.24
3 H 0.31
4 H 0.26
5 O -0.31
6 C 0.20

---

The following is a DFT calculation (ωB97M-V/def2-TZVPD) of one molecule with the formula C11H13OPS in a non-equilibrium geometry.

Element x y z (Å)
C 1.87760 -1.78931 -0.90759
C 1.19356 -0.80897 -0.70259
C -4.06179 -0.41968 0.14805
C -3.05682 -1.37735 0.34704
C -3.75437 0.85914 -0.12668
C -1.73399 -1.09593 0.08840
C -2.39290 1.25157 -0.18909
C -1.44218 0.24891 -0.04509
C 2.55670 -3.05082 -1.20538
C 2.97973 1.57470 1.02738
C 1.61852 2.19373 1.19373
O 0.58642 1.26583 1.04454
P 0.23106 0.77531 -0.44893
S 0.61270 1.99016 -1.94401
H -5.14914 -0.65410 0.13481
H -3.44134 -2.46864 0.51771
H -4.64354 1.40325 -0.36946
H -0.83519 -1.66659 -0.03184
H -2.16779 2.18349 -0.43028
H 3.36694 -3.01792 -0.48895
H 1.94286 -3.82819 -1.03387
H 2.78222 -3.19024 -2.17161
H 3.01710 0.83913 1.82876
H 2.91519 0.90526 0.26212
H 3.82766 2.41117 1.07331
H 1.58889 2.85371 0.31660
H 1.58190 2.61237 2.11293

Output
E_HOMO (alpha / beta) in Ha: -0.14839 / -0.31787
Spin multiplicity: 3

Mulliken atomic charge list, values in e, 6 entries:
1 C 1.85
2 C -1.69
3 C -0.31
4 C -0.52
5 C -0.55
6 C -0.27

---

The following is a DFT calculation (ωB97M-V/def2-TZVPD) of C11H14BMgN7S as an isolated structure in a non-equilibrium geometry.

Element x y z (Å)
H 1.00268 2.96600 1.62558
N 0.71564 1.50811 0.09373
B 0.30339 0.30575 -2.14877
N 0.67794 1.57237 -1.29134
C 0.89591 2.84229 -1.67966
Mg 0.59444 -0.23947 1.10239
H 0.90561 3.08297 -2.72481
C 1.07418 3.62457 -0.53198
H 1.27389 4.67128 -0.49882
C 0.94216 2.74931 0.56005
H 0.37591 0.54412 -3.31623
C -0.91007 -1.46655 2.84454
H -0.35697 -1.63698 3.76776
H -0.62549 -2.21278 2.06612
H -1.99562 -1.40747 2.89805
N -1.13255 -0.08626 -1.71405
N 1.29347 -0.84250 -1.74117
N -1.38683 -0.28637 -0.37075
N 1.42743 -1.21896 -0.41571
C -2.27480 -0.20795 -2.42585
C 2.09921 -1.60919 -2.49572
H -2.25572 -0.08239 -3.50619
H 2.13295 -1.46783 -3.55987
C -3.30875 -0.48985 -1.53942
C 2.77555 -2.50088 -1.65304
C -2.68881 -0.52501 -0.25439
C 2.32176 -2.22507 -0.35079
H -4.35058 -0.65288 -1.76683
H 3.48945 -3.23651 -1.93105
H -3.15049 -0.71482 0.70261
H 2.59597 -2.68668 0.59346
H -2.03764 -0.32624 4.76829
S -1.43452 0.76617 4.17670
C -0.00085 0.74516 5.05795
N 1.01213 0.74454 5.65921

Output
E_HOMO in Ha: -0.25126
Energy relative to the best compared isomer or geometry (same formula, charge and spin) in kJ/mol: 0.0

Mulliken atomic charge list, values in e, 6 entries:
1 H 0.44
2 N -0.41
3 B 0.06
4 N 0.24
5 C -0.15
6 Mg 0.90

---

The following is a DFT calculation (ωB97M-V/def2-TZVPD) of C11H14BN7OPt as an isolated structure in a non-equilibrium geometry.

Element x y z (Å)
C -0.26894 2.98311 0.97123
N -0.06222 1.73994 0.47958
N 0.04650 1.84144 -0.88089
C -0.02865 3.13997 -1.25953
C -0.23949 3.89865 -0.11014
B 0.23898 0.54657 -1.75751
N 1.38502 -0.36562 -1.21778
N 1.49984 -0.65548 0.09333
C 2.56932 -1.45271 0.35733
C 3.16815 -1.64159 -0.87231
C 2.41227 -0.95716 -1.82276
Pt 0.06108 -0.11636 1.26726
N -1.07660 -0.28567 -1.79449
N -1.66123 -0.79391 -0.67187
C -2.80540 -1.39426 -1.06224
C -2.94876 -1.27306 -2.46579
C -1.82155 -0.58014 -2.88965
H -3.51999 -1.88392 -0.40287
H -1.48013 -0.25060 -3.86070
H -3.74818 -1.61910 -3.09586
H 0.55147 0.87386 -2.86867
H 2.51573 -0.81931 -2.87726
H 0.08987 3.33838 -2.34544
H 4.04524 -2.20240 -1.08239
H -0.35967 4.98825 -0.08826
H 2.85273 -1.83775 1.33050
H -0.42423 3.18869 2.04013
H -0.93823 -1.79602 1.23680
C -0.25024 -1.83255 2.15750
H 0.55311 -2.54650 2.06236
H 0.45260 -0.62535 3.32373
H -0.93209 -1.97261 2.96001
O -0.00672 -0.04944 6.22737
C 0.01968 0.10936 5.05294
N 0.11073 0.30326 3.86633

Output
E_HOMO (alpha / beta) in Ha: -0.83932 / -0.83735
Spin multiplicity: 5
Net charge: +4

Mulliken atomic charge list, values in e, 6 entries:
1 C 0.15
2 N -0.48
3 N 0.57
4 C 0.15
5 C -0.81
6 B -0.28